2 unconnected molecules or ions with the total composition C5H14NO. Source: the Open Molecules 2025 dataset; level of theory: ωB97M-V/def2-TZVPD.

XYZ file:
```
21
Properties=species:S:1:pos:R:3:forces:R:3:nbo_charge:R:1
H 2.255 -0.939 -0.882 -0.075 -0.050 -0.081 0.2038
H -1.340 1.529 -2.654 -0.029 -0.077 0.028 0.5139
N 0.303 1.788 0.397 0.229 0.066 0.299 -0.6962
H 1.224 1.623 -0.014 -0.064 0.078 -0.179 0.4316
C 1.220 -1.229 -1.040 1.050 0.054 -1.089 -0.3776
C 0.755 -0.514 1.239 0.045 -0.074 0.025 -0.4670
H 1.848 -0.474 1.279 -0.090 0.170 -0.006 0.2298
C 0.154 0.836 1.572 0.062 0.749 -0.177 -0.2097
H 0.451 -1.182 2.041 -0.042 -0.187 0.121 0.2518
H -0.398 1.673 -0.362 0.026 -0.312 -0.230 0.4749
H -1.171 0.236 -1.788 -0.052 0.130 -0.289 0.5028
H -1.303 -1.991 -1.177 -0.005 0.079 -0.241 0.2324
H -0.889 0.813 1.860 -0.278 -0.126 -0.243 0.2290
H -1.239 -2.375 0.501 -0.087 -0.174 0.344 0.2503
H 0.672 1.336 2.378 0.227 -0.159 0.320 0.2292
C -1.085 -1.567 -0.202 0.029 0.156 -0.087 -0.6784
O -1.219 1.200 -1.756 -0.071 -0.016 0.098 -0.9683
H -1.819 -0.793 0.030 -0.088 -0.017 0.044 0.2139
H 0.267 2.766 0.681 0.002 -0.015 0.188 0.4340
C 0.329 -1.074 -0.097 -0.749 -0.224 1.144 -0.0156
H 0.984 -1.662 -2.005 -0.040 -0.050 0.010 0.2154
```
Forces are in eV/Å.

Summary:
Energy above the lowest of the compared OMol25 structures with the same formula, charge and spin, kcal/mol: 17.8
Total charge: +1
2S+1: 1


A molecular structure, C70H56BrClIKN5PS3. Source: the Open Molecules 2025 dataset; level of theory: ωB97M-V/def2-TZVPD.

XYZ file:
```
139
Properties=species:S:1:pos:R:3:forces:R:3:mulliken_charge:R:1
C 5.914 -3.753 0.811 -0.050 -0.018 -0.015 -1.0958
N 0.322 -0.926 2.337 0.296 -0.559 1.747 -0.0057
C 2.723 -3.441 -5.698 -0.023 0.056 0.030 -0.6682
H -4.159 5.510 -0.300 0.030 -0.029 0.011 0.3705
H 3.235 -1.704 -2.833 -0.024 0.005 -0.020 0.1322
C -3.136 -5.041 -1.496 -0.185 0.018 0.111 -0.5708
C 5.484 -2.440 0.916 -0.077 0.015 -0.101 -0.0663
C 3.344 -3.021 -4.525 -0.091 0.033 -0.025 -0.6228
H -0.963 -2.944 1.491 0.073 -0.117 0.035 -0.1230
H -3.334 4.213 -3.362 0.014 0.001 0.036 0.2668
C -4.079 3.979 -2.598 0.008 -0.009 0.054 -1.1912
H -3.941 -0.485 -3.157 0.011 0.010 -0.015 0.4896
H -2.282 2.024 -6.224 0.000 -0.011 0.004 0.4227
H 1.008 -2.026 8.270 -0.017 0.006 -0.015 0.4523
C 4.794 0.607 0.009 0.017 0.101 -0.043 0.2852
H -2.508 1.886 -1.851 0.032 -0.006 0.037 0.3705
C 2.996 0.318 4.617 -0.213 0.104 0.061 0.4690
H 5.643 3.862 0.278 0.004 -0.011 -0.011 0.4476
Cl 0.733 2.452 -1.263 0.200 0.297 -0.385 0.0782
C 5.077 -4.717 0.253 0.023 0.031 0.019 -0.7291
H 3.159 -4.236 -6.290 -0.005 0.005 0.009 0.3667
C 3.414 0.204 5.935 -0.092 0.094 -0.050 -0.4561
C 2.769 -2.013 -3.765 0.013 -0.041 0.034 -0.1173
C -4.447 -5.288 -1.019 0.117 -0.033 -0.078 -0.6026
N 2.431 -2.156 3.525 -0.052 -0.042 0.011 -0.1029
C 2.154 1.339 4.187 0.077 -0.011 0.219 -0.1234
H -1.461 -0.631 4.202 0.036 -0.019 0.019 0.5590
N -2.026 2.340 0.099 0.031 -0.030 -0.188 0.0887
C 2.992 1.155 6.851 0.005 0.014 -0.003 -0.8671
C 3.814 -4.374 -0.209 -0.022 0.033 0.017 -0.8766
H -1.825 -5.250 1.096 0.003 -0.018 -0.007 0.3111
I -0.536 -3.615 -1.823 0.080 0.009 -0.021 0.3208
H 1.040 -3.178 -7.001 0.009 0.002 0.007 0.4156
C -0.876 1.141 -4.865 -0.008 0.038 0.017 -0.4766
H -2.604 0.088 1.248 -0.154 -0.198 -0.011 0.0327
C -5.059 -4.388 -0.199 0.032 0.125 0.051 -0.8042
C 7.233 -1.288 4.350 -0.066 0.084 -0.040 -0.6605
C 1.536 -2.846 -6.098 0.013 0.029 0.055 -0.7364
C -0.753 -1.060 7.504 -0.003 0.003 -0.037 -0.6598
C 5.997 -0.796 3.962 0.307 -0.015 0.084 -0.7944
S 3.377 -0.945 3.440 0.191 -0.247 0.030 0.9772
C 6.240 -3.435 4.816 -0.198 -0.046 -0.009 -0.8855
C 4.898 -1.638 4.022 -0.049 0.059 0.022 -0.1572
N 2.233 -0.310 -0.105 1.887 -0.112 0.028 0.4877
C 1.739 2.276 5.122 -0.031 0.033 -0.055 -0.7895
H 4.411 2.512 -5.470 -0.005 -0.001 -0.001 0.4291
H 3.163 -5.127 -0.635 0.004 0.021 0.005 0.5946
H 1.926 -2.518 6.023 -0.032 0.011 -0.007 0.2900
H 1.821 2.921 7.165 0.006 -0.006 -0.019 0.4144
C 0.976 -2.009 6.127 -0.095 0.010 -0.028 0.1252
H -6.038 -2.463 1.413 0.001 -0.012 -0.011 0.2943
H 1.822 1.382 3.156 0.022 -0.038 0.045 0.4067
C -0.945 -0.940 5.105 0.086 -0.023 0.170 -0.7533
H -2.643 -5.759 -2.137 -0.010 -0.014 -0.001 0.4316
H 7.039 3.239 -1.667 -0.014 -0.017 0.013 0.4154
C -0.636 -6.127 2.657 0.025 -0.031 0.031 -0.8620
C 4.809 1.905 0.507 0.137 0.004 -0.096 -0.5475
H 4.262 -3.491 -4.194 -0.015 0.015 -0.008 0.4583
C -4.384 -1.106 1.410 0.190 0.005 -0.084 -1.0559
C 0.267 -1.612 4.999 -0.124 0.116 0.150 0.3600
H 5.888 0.219 3.599 -0.008 -0.042 0.017 0.4376
C 6.376 1.200 -1.686 0.001 -0.037 -0.002 -0.8508
H -4.787 4.807 -2.549 0.021 -0.024 0.011 0.3930
H 8.104 -0.646 4.312 -0.004 -0.020 0.007 0.4539
C 1.581 -1.395 -4.169 0.176 0.054 0.049 -0.0367
C -2.646 2.609 -1.054 0.064 -0.011 0.093 0.0966
C 0.303 -5.909 3.666 -0.035 -0.016 -0.052 -0.9202
C -1.813 -0.250 -3.137 0.030 0.018 0.018 -0.1930
C -2.384 -1.694 0.069 -0.186 -0.080 -0.067 0.4696
S 0.785 -1.897 3.305 0.275 0.317 -0.151 0.8603
C -3.256 0.780 -4.764 0.047 0.025 0.000 -0.7299
H 6.125 -1.679 1.344 -0.009 -0.007 -0.008 0.7417
H 4.109 -3.579 4.442 0.015 0.020 -0.001 0.4932
C -3.555 4.615 -0.194 -0.073 0.159 0.042 -0.6199
C -2.922 4.354 1.010 -0.042 0.030 0.016 -0.8395
C -2.505 -3.888 -1.128 -0.046 0.184 0.126 -0.2140
C -1.089 -5.081 1.873 0.002 0.091 -0.047 -0.1783
H 1.507 -4.456 4.682 0.000 0.043 -0.041 0.3488
H -6.060 -4.581 0.174 0.014 0.017 0.006 0.3696
H -0.018 1.602 -5.341 0.006 -0.011 0.002 0.4061
C 1.962 1.329 -3.426 -0.135 -0.027 0.170 -0.4003
C -3.427 3.738 -1.262 -0.015 -0.075 -0.130 0.1447
H 4.222 4.458 -3.941 -0.004 -0.014 -0.005 0.3837
K -0.059 -0.206 0.164 -2.047 0.668 -1.204 2.4004
C 0.969 -1.825 -5.340 -0.075 -0.036 -0.080 -0.5590
H -1.152 -0.842 8.487 0.000 -0.004 -0.025 0.3964
H 4.178 2.171 1.346 0.017 -0.021 -0.017 0.5006
H 4.055 -0.609 6.249 0.013 -0.020 -0.025 0.5145
C 0.788 -4.636 3.893 -0.071 0.116 -0.131 -0.5751
C 3.593 3.588 -3.802 -0.012 -0.040 -0.014 -0.6387
H -3.011 5.015 1.859 0.008 -0.007 -0.013 0.4841
C 4.989 -2.951 4.441 0.204 -0.072 0.052 -0.0713
C 5.625 2.847 -0.099 0.027 0.003 -0.009 -0.7147
H 5.512 -0.760 -1.488 -0.014 0.003 0.012 0.3851
C -3.091 -2.887 -0.283 0.048 -0.149 -0.116 -0.4784
S 3.499 -0.481 0.568 -0.029 -0.040 0.000 0.5452
H 0.033 -1.377 -5.655 0.053 -0.013 0.006 0.3748
H 2.391 -2.750 -0.457 0.041 -0.018 -0.013 0.1874
C 0.460 -1.728 7.384 -0.015 0.010 -0.052 -0.8455
C -5.039 -2.250 1.049 0.043 -0.110 -0.081 -1.1646
H 6.900 -4.027 1.166 -0.017 0.004 -0.007 0.5091
C 0.321 -3.595 3.089 -0.057 -0.163 -0.108 0.1863
C -0.696 0.318 -3.753 0.004 -0.107 -0.052 0.4920
C -3.089 -0.032 -3.650 0.079 0.031 0.015 -0.1188
H -4.248 0.956 -5.163 0.016 -0.003 0.006 0.3983
C 5.559 0.246 -1.090 -0.015 0.164 -0.016 -0.0314
N 3.697 -0.136 2.193 -0.183 0.269 -0.319 0.0480
C 3.377 -3.056 -0.121 0.087 -0.147 0.073 -0.5315
C 7.349 -2.607 4.773 0.117 -0.011 0.024 -0.5634
C -4.407 -3.184 0.185 -0.065 0.021 0.057 1.0621
H -4.954 -6.201 -1.307 0.011 0.005 -0.004 0.3750
H 0.647 -6.733 4.277 -0.001 -0.012 -0.011 0.4102
H -2.396 -0.148 6.465 0.016 -0.007 0.006 0.4759
H 6.974 0.929 -2.547 0.001 0.005 0.012 0.4364
C 2.154 2.185 6.445 0.018 -0.025 -0.006 -0.8006
H 1.089 3.084 4.813 -0.018 -0.018 0.000 0.5006
C -2.150 1.378 -5.363 -0.032 -0.068 0.078 -0.8220
H -1.018 -7.127 2.490 0.000 0.007 0.004 0.4363
C -0.606 -3.790 2.081 -0.093 -0.182 0.119 0.2803
H -1.697 -0.841 -2.226 -0.087 0.014 -0.159 -0.4932
C 1.882 2.445 -2.587 -0.116 -0.178 0.157 0.2032
C -1.452 -0.669 6.369 -0.002 0.010 -0.011 -0.7791
P 0.920 -0.139 -3.013 -0.172 0.104 -0.103 1.5867
C 2.675 3.564 -2.761 0.046 -0.005 -0.011 -0.6608
Br -1.292 2.742 2.717 0.013 -0.002 -0.042 -0.0944
C 6.409 2.496 -1.193 -0.040 -0.018 0.039 -0.6418
H 5.415 -5.744 0.182 -0.001 0.021 -0.002 0.4226
H -4.872 -0.396 2.074 0.032 -0.008 -0.017 0.4602
H 6.341 -4.465 5.134 0.000 0.015 -0.003 0.4787
H 8.319 -2.991 5.067 -0.024 0.000 -0.006 0.3962
C 3.699 2.499 -4.655 -0.060 -0.004 0.074 -0.7995
H 2.574 4.399 -2.080 0.009 -0.004 -0.018 0.5244
C 2.889 1.384 -4.464 0.093 -0.012 -0.066 -0.4918
C 4.217 -2.111 0.445 0.004 -0.208 0.001 0.2752
H 2.987 0.533 -5.129 -0.023 0.041 0.030 0.4127
C -2.172 3.194 1.081 -0.007 -0.055 0.095 0.1357
H -4.613 3.090 -2.939 0.012 0.007 0.032 0.2819
H 3.315 1.088 7.881 -0.009 -0.002 -0.006 0.4264
C -3.075 -0.848 0.920 -0.148 -0.018 0.026 0.0946
```
Forces are in eV/Å.

Summary:
Energy above the lowest of the compared OMol25 structures with the same formula, charge and spin, kcal/mol: 22.7
Total charge: 0
2S+1: 1


C7H15N in the gas phase. Source: the Open Molecules 2025 dataset; level of theory: ωB97M-V/def2-TZVPD.

XYZ file:
```
23
Properties=species:S:1:pos:R:3:forces:R:3:nbo_charge:R:1
C 2.971 -0.006 -0.080 -0.282 0.120 -0.102 -0.6997
C -0.199 -0.227 -1.439 0.041 -0.029 0.284 -0.6164
H 0.880 1.790 0.085 0.083 0.077 -0.046 0.2038
H -3.697 -0.447 0.578 -0.117 0.014 -0.007 0.2138
H -2.861 1.052 0.201 -0.081 0.140 -0.025 0.1974
C -2.832 -0.026 0.069 0.189 -0.077 0.113 -0.6161
H 0.044 1.431 1.595 -0.004 0.038 0.113 0.2145
H 2.516 -1.708 1.183 0.135 -0.082 0.057 0.1585
H 3.539 0.539 0.674 0.085 0.047 0.017 0.2313
C -0.025 1.368 0.511 0.014 -0.286 -0.026 -0.6183
H 0.786 -0.001 -1.839 0.075 0.047 -0.059 0.2051
H -1.546 -0.468 1.732 0.067 -0.077 0.056 0.2033
C 2.007 -0.924 0.620 0.553 -0.031 0.006 0.1596
H 3.675 -0.608 -0.652 0.075 -0.012 -0.027 0.2283
H -0.455 -1.245 -1.724 -0.038 -0.102 -0.080 0.2146
N 0.760 -0.971 0.699 -0.322 -0.425 0.335 -0.4236
H -1.567 -1.708 0.489 0.068 -0.012 0.055 0.2102
H -0.915 0.458 -1.887 -0.083 0.039 -0.096 0.2115
C -0.223 -0.094 0.089 -0.247 0.210 -0.139 0.0823
H -0.866 1.969 0.179 -0.075 0.105 -0.022 0.2106
C -1.560 -0.629 0.653 -0.092 0.227 -0.240 -0.3842
H -2.926 -0.250 -0.990 -0.073 0.016 -0.130 0.2008
H 2.494 0.707 -0.744 0.029 0.055 -0.037 0.2126
```
Forces are in eV/Å.

Summary:
Energy above the lowest of the compared OMol25 structures with the same formula, charge and spin, kcal/mol: 12.3
Total charge: 0
2S+1: 1


no.,HOMO (eV),largest force on an atom (eV Å⁻¹),Kohn-Sham gap (eV)
1,-13.7,1.51,10.609
2,-5.7,2.47,5.755
3,-8.8,0.63,9.844